C34H36AlB2CaCl4F9MgN4O13 as an isolated structure in a non-equilibrium geometry. Source: the OMol25 dataset; level of theory: ωB97M-V/def2-TZVPD.

```
105
C34H36AlB2CaCl4F9MgN4O13, DFT ωB97M-V/def2-TZVPD
C -3.3977 4.0231 -0.4415
C -3.4859 2.4213 -0.5423
C -4.0358 1.8516 0.8536
C -2.1000 1.7278 -1.0231
C -2.4866 0.2859 -1.6099
C -2.8340 0.0452 -3.1354
C -2.8065 1.2379 -4.2456
C -1.4034 1.0187 -5.0648
C -0.2087 0.6150 -4.0509
C 1.2670 0.8694 -4.6941
N 2.2316 0.5485 -3.5874
C 1.9702 0.2880 -2.1885
C 3.1705 0.0155 -1.2480
C 4.3363 0.1274 -2.3111
C 3.6979 0.4271 -3.6902
C -3.1986 -1.3774 -3.7189
Cl -3.5830 -1.5193 -5.5197
C -3.2187 -2.6176 -2.7812
C -3.5410 -4.0723 -3.3551
C -2.2348 -4.9765 -3.6187
O -2.2996 -6.2069 -3.4314
F -0.9673 -4.4538 -4.0152
C -2.8707 -2.3665 -1.2810
C -2.5100 -0.9583 -0.6806
C -2.1855 -1.1486 0.8675
O -2.0251 -0.3451 1.8069
N -2.1317 -2.6159 0.9795
C -1.0553 -3.2423 1.8152
C 0.0005 -4.1373 1.0083
C 1.1361 -3.2943 0.2316
O 1.1126 -3.5406 -1.2104
C -2.7638 -3.4246 -0.0721
O -3.1427 -4.6622 -0.0550
H -2.9511 4.3590 0.5574
H -4.4867 4.4098 -0.4484
H -2.8878 4.5191 -1.3428
H -4.2815 2.1566 -1.3449
H -3.1781 1.9248 1.6257
H -4.2302 0.7190 0.7234
H -4.9526 2.3896 1.2663
H -1.3105 1.6701 -0.1806
H -1.6526 2.3923 -1.8436
H -2.8236 2.2671 -3.7338
H -3.7131 1.1992 -4.9444
H -1.5293 0.2939 -5.9437
H -1.1352 2.0676 -5.4695
H -0.3632 1.2835 -3.1190
H -0.2167 -0.5096 -3.7769
H 1.3821 0.0476 -5.5019
H 1.3998 1.9262 -5.1091
H 0.9592 0.2685 -1.6647
H 3.1885 -0.1925 -0.1311
H 5.4170 -0.0135 -1.9865
H 4.2910 0.5343 -4.6535
H -4.0952 -3.9584 -4.3471
H -4.1958 -4.6611 -2.6306
H -1.5823 -3.9420 2.5807
H -0.4836 -2.4731 2.4640
H -0.4509 -4.8629 0.2499
H 0.5670 -4.7974 1.7753
H 1.0212 -2.1558 0.3758
H 2.2026 -3.5622 0.5861
H 1.8262 -4.2055 -1.3747
Ca -4.4819 -3.9039 1.8483
F 1.3548 -0.7226 1.2094
C 4.4239 1.1100 6.3432
C 3.1954 1.7632 6.2275
C 2.3693 1.5030 5.1473
C 2.7803 0.5776 4.1816
C 4.0152 -0.0777 4.2872
C 4.8335 0.1941 5.3721
N 1.9111 0.2860 3.0639
O 0.8565 0.8768 2.9794
O 2.3130 -0.5934 2.2219
H 5.0651 1.3155 7.1951
H 2.8855 2.4759 6.9864
H 1.4179 2.0191 5.0700
H 4.3439 -0.7939 3.5389
H 5.7908 -0.3070 5.4678
F -3.8789 -0.9598 -8.0922
N 2.6160 4.8145 5.1273
O 2.4411 5.1808 3.9534
O 3.7668 4.6959 5.5787
O 1.6355 4.5630 5.8551
Mg -1.8007 -1.1892 -8.3227
B 4.9599 -3.0080 -0.0460
F 5.8209 -3.7150 0.8481
F 5.7305 -2.1239 -0.8577
F 4.2599 -3.9450 -0.8813
F 4.0036 -2.2401 0.7144
B -1.2525 5.2971 9.1238
O -1.2249 4.7499 10.4840
C -0.0898 4.0499 10.6129
O 0.2414 3.4708 11.6135
C 0.6592 4.1046 9.3577
O 1.7183 3.5790 9.1368
O -0.0225 4.8405 8.4657
F -1.2962 6.7156 9.1634
F -2.4186 4.7794 8.3974
C 0.6030 -2.5794 -12.2768
Cl 1.4331 -1.9171 -10.8571
Cl -0.9999 -1.8474 -12.4570
Cl 1.5683 -2.3264 -13.7331
H 0.4763 -3.6508 -12.1308
Al -2.1949 3.3010 7.4340
```

- M (g mol⁻¹) = 1134.5
- total charge = +2
- total energy (hartree) = -6422.61431

Löwdin atomic charge list, values in e, 6 entries: -0.084 -0.386 -0.093 -0.117 -0.025 -0.066



An isolated molecule of C3H8S2 in a non-equilibrium geometry. Source: the OMol25 dataset; level of theory: ωB97M-V/def2-TZVPD.

```
13
C3H8S2, DFT ωB97M-V/def2-TZVPD
C -0.1954 1.1432 1.7319
C 0.6193 -0.1369 1.4853
S -0.1181 -1.4045 0.3490
S -0.9911 -0.1259 -1.0566
C -0.2887 -0.7047 -2.6286
H -1.2401 1.0441 1.4438
H 0.2374 1.9394 1.1302
H -0.1470 1.3958 2.7881
H 1.5838 0.1857 1.0824
H 0.9067 -0.6729 2.3858
H -0.3483 -1.7979 -2.5818
H -0.8090 -0.3198 -3.4934
H 0.7904 -0.5455 -2.6361
```

- M (g mol⁻¹) = 108.2
- SMILES = CCSSC
- energy above the lowest of the compared OMol25 structures with the same formula, charge and spin (kcal per mole) = 10.2
- total energy (hartree) = -915.46075

natural (NBO) atomic charge list, values in e, 6 entries: -0.626 -0.512 0.069 0.059 -0.744 0.220



A 14-piece molecular cluster, C30H84F3O15 overall in a non-equilibrium geometry. Source: the OMol25 dataset; level of theory: ωB97M-V/def2-TZVPD.

```
132
C30H84F3O15, DFT ωB97M-V/def2-TZVPD
C -1.4286 -1.3647 0.6188
O -0.7184 -0.8253 -0.5111
O -2.3272 -2.2640 0.2157
C -0.4037 -1.6746 1.7261
F -0.5841 -2.8728 2.3251
F 0.8850 -1.6814 1.3341
F -0.4892 -0.7527 2.7236
C -0.2854 0.5069 -0.3807
C 0.8111 0.6887 -1.4310
H 0.3153 0.5683 -2.3957
H 1.2849 1.6710 -1.4065
H 1.6154 -0.0434 -1.3567
H 0.1526 0.7073 0.6027
H -1.0421 1.2746 -0.5664
H -1.9923 -0.4720 0.9566
C 0.3782 -4.8316 -0.9424
C -0.8069 -4.9198 -1.9039
O -2.0215 -4.6860 -1.1757
H 0.2043 -4.0121 -0.2424
H 1.3148 -4.6722 -1.4835
H 0.5237 -5.7269 -0.3339
H -0.9589 -5.9290 -2.2835
H -0.6649 -4.1996 -2.7112
H -1.9110 -3.7727 -0.8239
C 3.4125 1.6984 1.2851
C 3.0745 2.9289 0.4315
O 4.2572 3.7164 0.4787
H 3.5502 1.8868 2.3500
H 4.3094 1.2111 0.8991
H 2.6507 0.9116 1.2075
H 2.1333 3.3453 0.8064
H 2.8682 2.6148 -0.5882
H 4.3150 4.1845 1.3151
C 3.1311 -2.4471 -2.7001
C 2.0494 -1.9571 -3.6493
O 2.3627 -2.3967 -4.9828
H 4.1032 -1.9959 -2.9169
H 3.2786 -3.5290 -2.7345
H 2.8973 -2.2310 -1.6536
H 2.0958 -0.8648 -3.7038
H 1.0651 -2.2973 -3.3382
H 3.3209 -2.3878 -5.0518
C -4.5455 1.6318 -0.6906
C -4.6560 0.5620 -1.7731
O -4.8279 -0.7076 -1.1371
H -3.6358 1.5942 -0.0979
H -5.4247 1.6466 -0.0479
H -4.6391 2.5875 -1.2352
H -3.7388 0.5152 -2.3709
H -5.5035 0.7001 -2.4428
H -4.0022 -0.9356 -0.6844
C -2.3685 1.9844 -5.3205
C -1.1377 2.5413 -4.5913
O -0.6014 3.5658 -5.4096
H -2.9219 1.2206 -4.7718
H -2.1971 1.5415 -6.2973
H -2.9707 2.8991 -5.3238
H -0.3862 1.7420 -4.5665
H -1.4113 2.9391 -3.6129
H -0.2359 4.3318 -4.9353
C 3.6798 -3.2634 2.1381
C 2.5283 -4.2568 2.1123
O 3.0399 -5.5760 2.3746
H 3.4088 -2.3664 1.5636
H 4.5229 -3.5864 1.5277
H 3.8633 -2.8985 3.1461
H 1.9833 -4.2141 1.1636
H 1.7564 -4.0248 2.8508
H 2.3963 -5.9632 2.9738
C -1.5624 -6.6000 2.6909
C -2.6297 -5.5613 2.3752
O -3.3252 -5.8782 1.1708
H -0.8042 -6.6958 1.9100
H -1.8900 -7.5845 3.0298
H -0.9704 -6.2969 3.5697
H -2.2035 -4.5589 2.3384
H -3.4041 -5.6666 3.1370
H -2.6715 -5.7355 0.4644
C -4.8980 -2.0244 3.9053
C -4.4520 -0.7161 3.2650
O -4.6007 -0.8490 1.8346
H -4.8054 -1.9530 4.9976
H -4.3738 -2.9285 3.5972
H -5.9628 -2.1943 3.7415
H -3.4106 -0.3995 3.3562
H -5.1549 0.0883 3.4815
H -4.1031 -1.6351 1.5604
C 1.0824 -2.6665 5.8391
C 1.7318 -1.3743 5.4476
O 1.6542 -0.4317 6.5322
H 1.0314 -3.3363 4.9723
H 0.0312 -2.4993 6.0958
H 1.5234 -3.2494 6.6461
H 1.2661 -0.8930 4.5813
H 2.7686 -1.4886 5.1252
H 0.7197 -0.3484 6.7449
C -0.6366 3.0333 2.9208
C -2.0103 2.4331 3.2145
O -1.9751 1.6648 4.4169
H -0.4009 3.9158 3.5200
H -0.6155 3.3712 1.8789
H 0.1951 2.3477 3.0871
H -2.3298 1.7750 2.3975
H -2.7915 3.1875 3.2998
H -1.4236 0.8992 4.2225
C -1.7362 4.3771 -0.9589
C -2.2773 5.5202 -1.8154
O -1.3224 6.5854 -1.8877
H -0.8516 3.9773 -1.4574
H -2.4474 3.5911 -0.7129
H -1.3932 4.8690 -0.0447
H -3.2049 5.9488 -1.4364
H -2.4678 5.2188 -2.8527
H -0.6268 6.2917 -2.4908
C 5.0039 1.1616 -2.3460
C 4.3641 2.3698 -3.0225
O 5.0940 3.5375 -2.6425
H 4.7965 0.1963 -2.8212
H 4.6594 0.9794 -1.3230
H 6.0942 1.1672 -2.3113
H 3.2793 2.4077 -2.9157
H 4.6329 2.3165 -4.0793
H 5.1212 3.5958 -1.6758
C 1.9935 5.0930 -2.1178
C 1.9755 5.6670 -3.5291
O 0.6092 5.6167 -4.0287
H 1.3072 5.6543 -1.4789
H 2.9469 5.3376 -1.6409
H 1.8371 4.0189 -2.1253
H 2.4883 4.9219 -4.1412
H 2.3531 6.6858 -3.5264
H 0.4726 6.4254 -4.5361
```

- M (g mol⁻¹) = 742.0
- total charge = -1
- energy above the lowest of the compared OMol25 structures with the same formula, charge and spin (kcal per mole) = 41.1
- total energy (hartree) = -2621.51598

Löwdin atomic charge list, values in e, 6 entries: -0.475 -0.090 -0.149 -0.510 0.114 0.121



A 2-piece molecular cluster, C3H5N overall in a non-equilibrium geometry. Source: the OMol25 dataset; level of theory: ωB97M-V/def2-TZVPD.

```
9
C3H5N, DFT ωB97M-V/def2-TZVPD
C -1.7657 1.5527 -2.2339
C -0.5962 -0.0420 0.6776
C 0.3942 -0.4325 -0.0794
N -0.8032 1.1730 -2.7038
H -2.6364 1.7734 -1.6731
H -1.1807 0.6980 0.2357
H -0.4848 -0.3546 1.7216
H 1.2596 -1.0929 0.1993
H 0.4487 -0.3668 -1.1408
```

- M (g mol⁻¹) = 55.1
- multiplicity = 3
- energy above the lowest of the compared OMol25 structures with the same formula, charge and spin (kcal per mole) = 51.6
- total energy (hartree) = -171.81052

natural (NBO) atomic charge list, values in e, 6 entries: 0.069 -0.332 -0.328 -0.303 0.232 0.155



Which value of total energy does entry 1 give? -6422.61431 hartree